No. 1
Formula: C16H36AuN5O3P2SSi
Source: the Open Molecules 2025 dataset
Level of theory: wB97M-V/def2-TZVPD

The geometry in XYZ format:
```
65
Properties=species:S:1:pos:R:3:mulliken_charge:R:1
Au 0.05 0.96 0.35 1.02
C 0.82 1.55 -5.23 -0.96
N 0.11 0.89 -4.13 0.25
C -1.24 0.42 -4.48 -1.02
P 0.78 0.25 -2.81 0.37
O -0.13 0.35 -1.60 -0.81
O 2.07 1.21 -2.63 -0.01
P 2.78 1.65 -1.25 0.37
O 2.14 0.82 -0.16 -1.10
N 4.35 1.32 -1.30 0.40
C 5.24 2.12 -2.15 -1.02
C 5.02 0.33 -0.46 -0.90
N 2.48 3.25 -1.18 0.55
C 3.17 3.98 -0.11 -1.24
C 2.10 4.10 -2.32 -0.84
N 1.26 -1.27 -3.00 0.50
C 1.27 -2.27 -1.92 -0.82
C 2.01 -1.66 -4.20 -0.87
H 0.87 0.90 -6.10 0.41
H 1.84 1.81 -4.93 0.24
H 0.29 2.46 -5.50 0.32
H -1.19 -0.33 -5.28 0.31
H -1.83 1.27 -4.83 0.37
H -1.73 -0.01 -3.62 0.29
H 4.67 2.79 -2.79 0.26
H 5.83 1.46 -2.79 0.39
H 5.92 2.72 -1.53 0.34
H 4.29 -0.22 0.13 0.26
H 5.72 0.83 0.21 0.32
H 5.57 -0.37 -1.08 0.30
H 4.05 4.50 -0.49 0.31
H 3.48 3.29 0.68 0.45
H 2.49 4.72 0.31 0.39
H 2.98 4.59 -2.75 0.35
H 1.42 4.87 -1.97 0.35
H 1.61 3.51 -3.08 0.14
H 0.59 -1.96 -1.13 0.16
H 2.27 -2.41 -1.52 0.31
H 0.91 -3.22 -2.33 0.36
H 1.82 -0.96 -5.01 0.21
H 1.69 -2.65 -4.52 0.35
H 3.08 -1.69 -4.00 0.30
C -4.99 3.01 4.19 -1.03
Si -3.83 1.56 4.21 0.18
C -4.42 0.17 3.11 -1.16
C -3.44 0.97 5.93 -1.03
C -2.16 2.18 3.48 0.20
C -1.48 3.27 4.04 -0.18
C -0.28 3.76 3.54 -1.06
C 0.30 3.14 2.46 0.13
N -0.33 2.07 1.95 -0.41
C -1.51 1.63 2.40 0.93
S -1.92 0.33 1.21 -0.28
H -5.95 2.72 4.61 0.36
H -5.17 3.37 3.17 0.35
H -4.62 3.84 4.79 0.35
H -5.36 -0.22 3.51 0.36
H -3.73 -0.68 3.09 0.34
H -4.63 0.49 2.09 0.36
H -4.35 0.63 6.42 0.36
H -3.02 1.77 6.54 0.36
H -2.73 0.14 5.93 0.35
H -1.92 3.77 4.90 0.40
H 0.21 4.62 3.98 0.40
H 1.24 3.44 2.01 0.38
```

Summary:
- electronic energy (eV) = -71742.81405
- LUMO energy (eV) = -7.80
- relative energy (zero: lowest compared OMol25 entry of this formula, charge and spin) (kcal per mole) = 11.09
- strongest force on any atom (Eh/bohr) = 0.0269
- E_HOMO (eV) = -14.848
- net charge = +2
- HOMO-LUMO gap (Ha) = 0.25916


No. 2
Formula: C7H15NOS
Source: the Open Molecules 2025 dataset
Level of theory: wB97M-V/def2-TZVPD

The geometry in XYZ format:
```
25
Properties=species:S:1:pos:R:3:mulliken_charge:R:1
C -2.38 0.77 -0.17 -1.03
C 1.00 2.44 -1.64 -0.43
C -0.23 3.17 -1.97 -0.63
C -0.11 2.33 -0.66 -0.24
C 1.56 -1.43 1.91 -1.30
C 0.78 -3.48 0.71 -1.41
C 0.45 -2.19 1.43 1.11
N -0.68 -1.69 1.45 -0.62
O -0.15 -0.31 -0.99 -0.63
S -0.55 0.69 -0.02 0.66
H -2.89 1.59 0.34 0.34
H -2.75 -0.19 0.18 0.30
H 1.18 1.50 -2.22 0.26
H 1.79 3.09 -1.28 0.23
H -0.09 4.17 -1.75 0.27
H -0.81 3.02 -2.85 0.29
H -0.09 3.03 0.22 0.23
H 1.11 -0.48 2.38 0.26
H 1.89 -2.00 2.72 0.51
H 2.27 -1.24 1.12 0.27
H -0.05 -4.04 0.54 0.45
H 1.66 -4.00 1.13 0.33
H 1.01 -3.13 -0.32 0.29
H -2.57 0.71 -1.22 0.35
H -1.34 -2.31 0.96 0.16
```

Summary:
- electronic energy (eV) = -21871.87747
- LUMO energy (eV) = 0.94
- relative energy (zero: lowest compared OMol25 entry of this formula, charge and spin) (kcal per mole) = 100.83
- strongest force on any atom (Eh/bohr) = 0.0674
- E_HOMO (eV) = -8.500
- HOMO-LUMO gap (Ha) = 0.34674


No. 3
Formula: C27H27FLiNPSi
Source: the Open Molecules 2025 dataset
Level of theory: wB97M-V/def2-TZVPD

The geometry in XYZ format:
```
59
Properties=species:S:1:pos:R:3:mulliken_charge:R:1
Li -0.54 1.14 0.36 0.93
C -1.68 -3.20 -2.73 -0.49
C -2.61 -3.13 -1.70 -0.59
C -2.20 -2.73 -0.44 -0.50
C -0.87 -2.43 -0.17 0.51
C 0.05 -2.50 -1.22 0.00
C -0.35 -2.89 -2.49 -0.64
P -0.42 -1.88 1.53 -0.34
C -0.09 -3.51 2.34 0.28
C -0.31 -4.75 1.75 -0.17
C -0.08 -5.92 2.46 -0.68
C 0.37 -5.88 3.77 -0.41
C 0.59 -4.64 4.37 -0.59
C 0.35 -3.47 3.67 -0.21
C 1.24 -1.17 1.27 0.41
C 2.42 -1.91 1.44 -0.14
C 3.64 -1.32 1.14 -0.55
C 3.66 -0.02 0.66 -0.60
C 2.47 0.68 0.48 -0.01
C 1.20 0.16 0.79 -1.14
H -2.00 -3.50 -3.73 0.36
H -3.65 -3.35 -1.89 0.38
H -2.93 -2.64 0.36 0.36
H 1.08 -2.24 -1.03 0.33
H 0.37 -2.93 -3.29 0.36
H -0.65 -4.81 0.73 0.35
H -0.26 -6.88 1.99 0.37
H 0.55 -6.79 4.32 0.36
H 0.95 -4.59 5.39 0.37
H 0.53 -2.51 4.14 0.34
H 2.39 -2.94 1.78 0.30
H 4.56 -1.88 1.27 0.37
H 4.61 0.45 0.42 0.35
H 2.54 1.69 0.09 0.20
C 1.49 4.93 -0.31 -1.01
Si -0.21 4.39 0.31 -0.04
C -0.01 4.07 2.14 -1.04
C -1.37 5.86 0.09 -1.08
N -0.81 2.98 -0.39 -0.33
C -1.04 2.72 -1.70 0.53
C -0.82 3.57 -2.81 -0.02
C -1.06 3.18 -4.12 -0.98
C -1.54 1.91 -4.42 -0.38
C -1.79 1.04 -3.37 -0.67
C -1.55 1.46 -2.09 0.49
F -1.82 0.58 -1.06 -0.37
H 1.80 5.86 0.16 0.37
H 1.52 5.07 -1.40 0.33
H 2.22 4.15 -0.06 0.30
H 0.32 4.96 2.69 0.31
H 0.72 3.27 2.30 0.25
H -0.96 3.74 2.58 0.26
H -0.98 6.77 0.57 0.31
H -2.34 5.62 0.54 0.29
H -1.54 6.07 -0.97 0.28
H -0.44 4.57 -2.61 0.21
H -0.86 3.88 -4.92 0.35
H -1.71 1.61 -5.45 0.36
H -2.17 0.03 -3.53 0.42
```

Summary:
- electronic energy (eV) = -50019.75605
- LUMO energy (eV) = 2.84
- strongest force on any atom (Eh/bohr) = 0.0088
- E_HOMO (eV) = -4.007
- net charge = -1
- HOMO-LUMO gap (Ha) = 0.25146


No. 4
Formula: C4H8O2
Source: the Open Molecules 2025 dataset
Level of theory: wB97M-V/def2-TZVPD

The geometry in XYZ format:
```
14
Properties=species:S:1:pos:R:3:mulliken_charge:R:1
C 0.24 -0.06 -1.88 -1.15
C -0.57 -0.17 -0.60 -0.46
C 0.33 -0.04 0.64 0.16
O 0.94 1.22 0.67 -0.54
C -0.43 -0.29 1.92 0.05
O -0.38 0.48 2.85 -0.51
H -0.38 -0.23 -2.77 0.34
H 1.06 -0.79 -1.90 0.30
H 0.69 0.94 -1.96 0.29
H -1.09 -1.13 -0.56 0.33
H -1.33 0.62 -0.55 0.31
H 1.10 -0.84 0.58 0.21
H 0.83 1.55 1.58 0.34
H -1.01 -1.24 1.97 0.33
```

Summary:
- electronic energy (eV) = -8372.29615
- LUMO energy (eV) = 0.89
- relative energy (zero: lowest compared OMol25 entry of this formula, charge and spin) (kcal per mole) = 22.73
- strongest force on any atom (Eh/bohr) = 0.0098
- E_HOMO (eV) = -10.381
- HOMO-LUMO gap (Ha) = 0.41436
- SMILES = CC[C@@H](O)C=O


No. 5
Formula: C5H9NO
Source: the Open Molecules 2025 dataset
Level of theory: wB97M-V/def2-TZVPD

The geometry in XYZ format:
```
16
Properties=species:S:1:pos:R:3:mulliken_charge:R:1
C -0.88 -0.62 0.87 -1.12
C -1.20 0.24 -0.32 0.01
N -0.62 1.58 -0.25 -0.57
C -0.04 0.60 -1.16 -0.02
C 1.24 -0.02 -0.66 -0.83
C 1.07 -0.39 0.81 0.16
O 1.59 -1.53 1.26 -0.75
H -1.21 -0.20 1.82 0.33
H -1.32 -1.62 0.74 0.40
H 0.27 -1.38 1.13 0.23
H -2.18 0.13 -0.78 0.42
H -1.20 2.24 -0.77 0.26
H -0.16 0.74 -2.23 0.44
H 2.09 0.67 -0.73 0.33
H 1.48 -0.93 -1.21 0.28
H 1.06 0.49 1.48 0.42
```

Summary:
- electronic energy (eV) = -8863.87048
- LUMO energy (eV) = 0.85
- relative energy (zero: lowest compared OMol25 entry of this formula, charge and spin) (kcal per mole) = 123.19
- strongest force on any atom (Eh/bohr) = 0.0099
- E_HOMO (eV) = -8.949
- HOMO-LUMO gap (Ha) = 0.35994


No. 6
Formula: C17H30FN3O6S
Source: the Open Molecules 2025 dataset
Level of theory: wB97M-V/def2-TZVPD

The geometry in XYZ format:
```
58
Properties=species:S:1:pos:R:3:mulliken_charge:R:1
C -1.47 -5.66 2.89 -1.80
C -1.14 -5.15 1.49 0.88
C -2.23 -4.16 1.03 -0.88
C -2.04 -3.79 -0.42 0.38
O -1.99 -4.63 -1.30 -0.69
N -1.93 -2.47 -0.72 0.08
C -1.49 -1.32 0.08 -0.65
C -0.76 -0.79 -1.17 1.76
F -1.24 0.43 -1.63 -0.49
C 0.75 -0.87 -1.02 -0.60
O 1.18 -1.93 -0.59 -0.58
N 1.60 0.12 -1.45 0.31
C 3.01 -0.17 -1.17 -0.81
C 3.55 -1.24 -2.11 -0.63
S 5.14 -1.82 -1.59 1.23
O 5.50 -2.93 -2.41 -0.62
O 6.01 -0.70 -1.42 -0.63
O 4.86 -2.34 -0.11 -0.46
C 1.21 1.51 -1.44 -1.29
C 0.63 1.92 -0.09 0.79
N 0.37 3.24 0.05 -0.40
O 0.43 1.11 0.79 -0.57
C -1.34 -1.98 -1.96 -1.20
C 0.23 -4.46 1.38 -0.63
C 1.52 -5.27 1.57 2.35
C 1.87 -5.46 3.05 -1.91
C 2.66 -4.46 0.93 -2.52
C 1.41 -6.63 0.88 -2.09
H -1.34 -4.88 3.64 0.34
H -2.51 -6.00 2.93 0.46
H -0.85 -6.51 3.17 0.32
H -1.17 -5.98 0.79 0.38
H -3.21 -4.64 1.11 0.48
H -2.24 -3.28 1.68 0.39
H -2.31 -0.66 0.37 0.44
H -0.84 -1.54 0.92 0.20
H 3.58 0.75 -1.30 0.67
H 3.13 -0.50 -0.14 0.29
H 2.90 -2.11 -2.13 0.26
H 3.69 -0.87 -3.13 0.39
H 4.41 -3.20 -0.13 0.34
H 2.09 2.12 -1.66 0.59
H 0.48 1.73 -2.22 0.43
H 0.46 3.88 -0.73 0.18
H -0.09 3.56 0.89 0.26
H -0.62 -2.67 -2.41 0.28
H -2.07 -1.66 -2.70 0.42
H 0.29 -4.02 0.37 -0.06
H 0.25 -3.60 2.06 0.32
H 1.12 -6.03 3.59 0.40
H 2.82 -6.00 3.15 0.45
H 1.99 -4.49 3.55 0.38
H 2.50 -4.37 -0.15 0.55
H 2.69 -3.46 1.35 0.62
H 3.62 -4.96 1.10 0.63
H 1.12 -6.52 -0.16 0.34
H 2.37 -7.15 0.91 0.49
H 0.68 -7.27 1.37 0.41
```

Summary:
- electronic energy (eV) = -48424.95276
- LUMO energy (eV) = 0.27
- relative energy (zero: lowest compared OMol25 entry of this formula, charge and spin) (kcal per mole) = 3.95
- strongest force on any atom (Eh/bohr) = 0.0037
- E_HOMO (eV) = -9.475
- HOMO-LUMO gap (Ha) = 0.35825
- SMILES = C[C@@H](CC(=O)N1CC(F)(C(=O)N(CCS(=O)(=O)O)CC(N)=O)C1)CC(C)(C)C


No. 7
Formula: C4H6N2O
Source: the Open Molecules 2025 dataset
Level of theory: wB97M-V/def2-TZVPD

The geometry in XYZ format:
```
13
Properties=species:S:1:pos:R:3:mulliken_charge:R:1
N -2.21 -0.29 0.22 -0.51
C -0.91 -0.07 -0.25 0.13
C -0.29 1.15 -0.31 -0.48
C 1.10 0.94 -0.05 -0.52
C 1.27 -0.41 0.08 0.22
O 2.39 -1.16 0.26 -0.52
N 0.07 -1.05 -0.12 -0.09
H -2.86 -0.88 -0.27 0.22
H -2.63 0.57 0.54 0.21
H -0.80 2.08 -0.56 0.41
H 1.85 1.71 0.15 0.34
H 3.13 -0.57 0.13 0.34
H -0.11 -2.00 0.18 0.24
```

Summary:
- electronic energy (eV) = -9272.21372
- LUMO energy (eV) = 0.92
- relative energy (zero: lowest compared OMol25 entry of this formula, charge and spin) (kcal per mole) = 29.71
- strongest force on any atom (Eh/bohr) = 0.0139
- E_HOMO (eV) = -7.083
- HOMO-LUMO gap (Ha) = 0.29402
- SMILES = Nc1ccc(O)[nH]1


No. 8
Formula: C30H56GaIO16PS6
Source: the Open Molecules 2025 dataset
Level of theory: wB97M-V/def2-TZVPD

The geometry in XYZ format:
```
111
Properties=species:S:1:pos:R:3:mulliken_charge:R:1
C 2.46 -3.54 0.79 -0.99
C 1.88 -2.19 0.54 0.55
O 2.43 -1.15 0.83 -0.55
O 0.68 -2.21 -0.13 0.11
C -0.44 -2.31 0.73 -0.29
O -0.67 -3.38 1.28 -0.66
C -1.24 -1.10 0.81 0.27
Ga -2.30 -0.94 -0.94 -0.41
C -3.43 -2.59 -1.23 -1.00
C -4.83 -2.57 -0.59 -0.61
C -5.96 -2.77 -1.61 -0.40
C -7.07 -3.58 -1.04 0.32
O -7.31 -4.73 -1.33 -0.55
O -7.86 -2.91 -0.11 -0.49
C -3.29 0.84 -1.12 -0.31
C -4.44 0.95 -0.25 -0.02
O -5.60 0.80 -0.55 -0.57
I -4.02 1.36 1.86 -0.12
P -0.70 -0.91 -2.73 0.21
S 0.76 0.42 -2.59 -0.47
H 1.67 -4.27 0.79 0.28
H 3.03 -3.54 1.71 0.39
H 3.12 -3.77 -0.04 0.14
H -0.56 -0.26 0.94 0.07
H -1.90 -1.24 1.65 0.54
H -3.47 -2.79 -2.29 0.58
H -2.88 -3.43 -0.80 0.46
H -4.89 -3.40 0.11 0.38
H -5.01 -1.67 -0.01 0.30
H -5.59 -3.34 -2.46 0.41
H -6.33 -1.83 -1.99 0.24
H -7.42 -2.93 0.74 0.34
H -2.55 1.59 -0.85 0.44
H -3.57 1.03 -2.15 0.42
H -1.44 -0.69 -3.91 0.05
H -0.25 -2.23 -2.91 -0.04
C 2.72 -7.11 -4.50 -0.55
C 4.11 -6.47 -4.69 -0.61
C 4.34 -5.53 -3.50 -0.70
S 3.39 -6.21 -2.13 1.10
O 2.35 -5.28 -1.78 -0.59
O 4.29 -6.72 -1.13 -0.63
C 2.67 -7.56 -3.04 -0.79
H 2.56 -7.94 -5.18 0.36
H 1.94 -6.37 -4.69 0.29
H 4.87 -7.25 -4.69 0.28
H 4.18 -5.94 -5.63 0.32
H 5.39 -5.49 -3.20 0.36
H 3.97 -4.53 -3.69 0.39
H 1.66 -7.74 -2.67 0.40
H 3.29 -8.44 -2.88 0.33
C 3.11 3.25 2.15 -0.74
C 3.49 2.53 0.85 -0.76
C 2.20 2.20 0.10 0.16
S 1.01 3.45 0.59 1.27
O -0.06 2.84 1.34 -0.60
O 0.73 4.33 -0.52 -0.74
C 2.08 4.31 1.75 -0.64
H 3.97 3.70 2.64 0.39
H 2.65 2.54 2.85 0.30
H 4.12 3.19 0.25 0.29
H 4.06 1.62 1.04 0.37
H 2.32 2.24 -0.97 0.30
H 1.80 1.24 0.39 -0.26
H 1.49 4.68 2.58 0.38
H 2.55 5.13 1.23 0.33
C -0.97 8.99 0.46 -0.73
C -1.86 7.75 0.38 -0.08
C -1.28 6.70 1.34 -0.21
S -0.45 7.62 2.63 1.14
O 0.97 7.35 2.56 -0.62
O -1.17 7.49 3.88 -0.71
C -0.74 9.25 1.95 -0.77
H -1.43 9.85 -0.03 0.36
H -0.01 8.79 -0.03 0.36
H -2.88 8.00 0.70 -0.18
H -1.92 7.35 -0.63 0.44
H -2.06 6.09 1.79 0.48
H -0.55 6.07 0.85 -0.16
H 0.11 9.89 2.16 0.44
H -1.64 9.64 2.42 0.33
C 9.17 -8.03 1.41 -0.56
C 7.78 -8.67 1.46 -0.71
C 6.91 -7.99 0.39 -0.49
S 8.05 -7.44 -0.89 1.24
O 8.04 -6.00 -0.94 -0.66
O 7.85 -8.22 -2.09 -0.70
C 9.55 -7.97 -0.07 -0.77
H 9.90 -8.59 1.99 0.35
H 9.12 -7.01 1.81 0.29
H 7.86 -9.74 1.24 0.30
H 7.32 -8.58 2.44 0.33
H 6.19 -8.67 -0.06 0.32
H 6.40 -7.11 0.78 0.35
H 10.35 -7.27 -0.30 0.39
H 9.80 -8.96 -0.45 0.32
C -7.33 6.57 2.47 -0.58
C -8.12 7.86 2.74 -0.60
C -7.23 9.04 2.33 -0.69
S -6.16 8.42 1.03 1.14
O -4.80 8.44 1.51 -0.66
O -6.50 9.03 -0.23 -0.73
C -6.75 6.73 1.07 -0.72
H -7.96 5.69 2.53 0.35
H -6.53 6.47 3.19 0.30
H -9.04 7.86 2.15 0.29
H -8.41 7.94 3.79 0.32
H -7.80 9.88 1.94 0.33
H -6.59 9.37 3.15 0.37
H -5.92 6.06 0.86 0.42
H -7.52 6.64 0.30 0.34
```

Summary:
- electronic energy (eV) = -199557.17385
- LUMO energy (eV) = 1.71
- strongest force on any atom (Eh/bohr) = 0.0466
- E_HOMO (eV) = -4.778
- net charge = -1
- HOMO-LUMO gap (Ha) = 0.23830


No. 9
Formula: CH2BrF2NO2S
Source: the Open Molecules 2025 dataset
Level of theory: wB97M-V/def2-TZVPD

The geometry in XYZ format:
```
10
Properties=species:S:1:pos:R:3:mulliken_charge:R:1
C 1.82 -0.78 -0.14 0.61
N -1.34 0.47 -0.12 -0.47
O -3.68 1.39 0.32 -0.25
O 0.79 -0.68 -0.89 -0.43
F 2.82 -1.49 -0.60 -0.16
F 1.36 -1.35 1.08 -0.24
S -2.92 0.25 -0.08 0.45
Br 2.34 1.06 0.65 -0.24
H -1.14 1.48 0.28 0.24
H -0.07 -0.34 -0.50 0.50
```

Summary:
- spin multiplicity = 3
- electronic energy (eV) = -92962.51114
- LUMO energy (alpha / beta) (eV) = 0.45 / -5.19
- relative energy (zero: lowest compared OMol25 entry of this formula, charge and spin) (kcal per mole) = 9.76
- strongest force on any atom (Eh/bohr) = 0.0986
- <S²> = 2.01
- E_HOMO (alpha / beta) (eV) = -8.912 / -10.406
- HOMO-LUMO gap (alpha / beta) (Ha) = 0.34401 / 0.19163


Copy entry 7 word for word.
Formula: C4H6N2O
Source: the Open Molecules 2025 dataset
Level of theory: wB97M-V/def2-TZVPD

The geometry in XYZ format:
```
13
Properties=species:S:1:pos:R:3:mulliken_charge:R:1
N -2.21 -0.29 0.22 -0.51
C -0.91 -0.07 -0.25 0.13
C -0.29 1.15 -0.31 -0.48
C 1.10 0.94 -0.05 -0.52
C 1.27 -0.41 0.08 0.22
O 2.39 -1.16 0.26 -0.52
N 0.07 -1.05 -0.12 -0.09
H -2.86 -0.88 -0.27 0.22
H -2.63 0.57 0.54 0.21
H -0.80 2.08 -0.56 0.41
H 1.85 1.71 0.15 0.34
H 3.13 -0.57 0.13 0.34
H -0.11 -2.00 0.18 0.24
```

Summary:
- electronic energy (eV) = -9272.21372
- LUMO energy (eV) = 0.92
- relative energy (zero: lowest compared OMol25 entry of this formula, charge and spin) (kcal per mole) = 29.71
- strongest force on any atom (Eh/bohr) = 0.0139
- E_HOMO (eV) = -7.083
- HOMO-LUMO gap (Ha) = 0.29402
- SMILES = Nc1ccc(O)[nH]1


> Which of these has the lowest strongest force on any atom?

C17H30FN3O6S